{
  "formula": "CH2INO3",
  "method": "the ωB97M-V functional and the def2-TZVPD basis",
  "symbols": ["O", "N", "O", "O", "C", "I", "H", "H"],
  "positions_angstrom": [[0.46862, -1.34607, -1.09594], [0.37332, -1.45447, 0.08082], [0.32990, -2.45113, 0.76561], [0.16347, -0.32332, 0.80177], [-0.11215, 1.19262, -0.06919], [-2.01229, 1.80600, 0.41869], [0.66292, 1.96759, 0.17696], [0.12620, 0.60878, -1.07871]],
  "atomic_forces_ev_per_a": [[0.557, -0.329, -1.758], [-1.228, -0.071, 1.603], [0.452, 0.541, -0.655], [-0.162, 3.053, 0.487], [2.158, -3.829, -1.597], [-0.032, -0.119, -0.101], [-0.649, -1.321, 0.247], [-1.094, 2.075, 1.773]],
  "mulliken_charge": [-0.610, 1.195, -0.560, -0.406, -0.439, 0.202, 0.295, 0.325],
  "smiles": "O=[N+]([O-])OCI",
  "total_energy_ev": -16796.871,
  "largest_force_ev_per_a": 4.7,
  "homo_lumo_gap_ev": 10.25
}